1.
Formula: C40H90FN5
Source: OMol25
Level of theory: wB97M-V/def2-TZVPD

Geometry (Å):
F (0.1573, 0.6059, -0.5834)
N (4.7366, -1.7537, -0.8806)
N (2.6372, 3.8841, -1.5118)
N (-0.4837, -0.0895, 3.3536)
N (-4.1457, 2.7584, -1.3315)
N (-2.2032, -4.8144, 0.0443)
C (-1.0300, -1.3138, 4.0852)
C (-2.3149, -7.7277, 2.6515)
C (-0.1561, 3.0808, -4.0743)
C (1.5088, 3.1241, -2.1905)
C (5.5245, -1.1465, 1.3505)
C (3.2802, 2.9882, -0.4750)
C (-1.2328, -2.6415, -0.2443)
C (-0.1779, 2.3057, 3.5419)
C (2.1103, 5.0228, -0.6402)
C (-0.1020, 1.0210, 4.3449)
C (-0.4755, -3.1887, 5.8252)
C (2.1880, -0.7086, -3.6207)
C (3.6641, 4.5001, -2.4308)
C (4.7759, -3.0118, -0.0286)
C (-4.2601, 2.8248, 0.1685)
C (4.6725, -0.6637, 0.1780)
C (-3.6704, -4.5330, 0.0381)
C (1.5646, 4.2936, 0.5705)
C (-5.4097, 2.1060, -1.8921)
C (-3.9702, 4.1254, -1.9788)
C (-3.1149, 1.7410, -1.8359)
C (-2.6291, -6.3971, 1.9931)
C (-1.9052, -6.1658, 0.6696)
C (-3.6904, 0.3373, -1.7109)
C (-1.1194, -3.3405, -1.6073)
C (-0.0931, -1.8544, 5.1680)
C (-2.8548, 4.9932, -1.4096)
C (1.1730, 3.6335, -3.6057)
C (3.5500, -1.8438, -1.7970)
C (2.4069, 3.0554, 0.7658)
C (-1.5213, 0.5866, 2.4419)
C (-1.6199, -4.7855, -1.3729)
C (-5.1463, 0.6008, -2.1005)
C (3.1707, -0.5278, -2.4580)
C (-1.4535, -3.7263, 0.7561)
C (-0.9982, 2.0184, 2.2706)
C (0.6987, -0.4897, 2.5149)
C (5.6752, -2.6876, 1.1796)
C (-2.6176, 6.2168, -2.2943)
C (6.0232, -1.7105, -1.6485)
H (-2.0961, -1.2121, 4.2861)
H (-3.7078, -6.2449, 1.8992)
H (-5.1697, 3.4016, 0.3080)
H (3.7635, -3.0735, 0.3667)
H (-0.3598, 2.2042, 1.4107)
H (-1.8081, -2.8899, -2.3264)
H (1.5549, 4.9074, 1.4715)
H (-0.9453, 3.8389, -4.0471)
H (-0.5941, 2.2586, -3.4994)
H (-2.3229, -5.0908, -2.1397)
H (2.9478, 5.6434, -0.3160)
H (4.9458, 0.2641, -0.3123)
H (1.7754, 2.0731, -2.2018)
H (-0.1636, 2.7240, -5.1043)
H (-6.2763, 2.2948, -1.2603)
H (4.0689, 3.6968, -3.0445)
H (-4.3162, 1.8017, 0.5271)
H (-3.1264, -7.9824, 3.3343)
H (-1.4516, -3.0313, 6.2940)
H (-0.4575, -4.1189, 0.9870)
H (-3.3821, 6.9729, -2.1067)
H (-1.3991, -7.7033, 3.2380)
H (-0.3421, -2.0466, -0.0511)
H (3.6325, -0.7207, 0.5029)
H (-2.1139, -1.9972, -0.2963)
H (-4.9086, 4.5551, -1.6099)
H (-5.2337, 0.5002, -3.1832)
H (6.7071, -3.0181, 1.1633)
H (-4.0233, 4.0295, -3.0584)
H (1.4623, 5.7328, -1.1512)
H (6.1172, -2.5939, -2.2781)
H (-2.3142, -8.5630, 1.9491)
H (-3.9182, -3.6223, -0.5113)
H (4.3119, 3.3145, -0.3377)
H (-0.7980, 3.0123, 4.0960)
H (-2.5804, 5.9619, -3.3506)
H (5.1572, -3.1410, 2.0227)
H (-2.1600, -6.9492, -0.0419)
H (2.7229, -2.1603, -1.1641)
H (-1.9238, 2.5923, 2.2355)
H (-5.6286, 2.5397, -2.8636)
H (-5.8488, -0.0915, -1.6460)
H (-1.9087, 4.4350, -1.4077)
H (0.4472, -1.3452, 1.9010)
H (-1.5093, 0.0633, 1.4845)
H (5.0302, -0.9496, 2.2982)
H (0.9500, 0.4088, 1.9582)
H (2.5700, 0.0690, -1.7550)
H (2.6175, -1.2224, -4.4822)
H (-1.0281, -2.0127, 3.2394)
H (-0.8431, -6.2294, 0.9063)
H (-2.1413, 1.9671, -1.3920)
H (-0.1699, -3.2189, -2.1240)
H (-1.6987, 6.7214, -1.9954)
H (0.5073, 4.0306, 0.4664)
H (-1.9269, -3.4392, 1.6906)
H (4.0182, 0.1367, -2.6529)
H (-2.9655, 2.0178, -2.8830)
H (4.4734, 4.9223, -1.8427)
H (1.5321, -0.7332, 3.1701)
H (0.0086, -1.0549, 5.9068)
H (-3.6372, 0.1213, -0.6378)
H (2.9438, 3.1564, 1.7132)
H (1.9777, 3.3885, -4.2976)
H (6.8818, -1.5740, -0.9997)
H (-4.0110, -4.2355, 1.0292)
H (1.8524, 2.1398, 0.9781)
H (-4.1401, -5.4187, -0.3752)
H (-3.0707, 5.2416, -0.3721)
H (0.6626, 3.2880, -1.5289)
H (0.2019, -3.3604, 6.6544)
H (3.8243, -2.5589, -2.5716)
H (-0.7570, -5.4471, -1.3250)
H (5.0772, -3.9132, -0.5529)
H (0.8972, -1.8934, 4.7089)
H (1.7841, 0.2539, -3.9180)
H (-0.6244, -3.9679, 5.0831)
H (1.4080, -1.3737, -3.2430)
H (1.1165, 4.7232, -3.5678)
H (-2.4070, 0.4896, 3.0648)
H (-0.7782, 0.9974, 5.1942)
H (0.7873, 2.7706, 3.3649)
H (3.1821, 5.2505, -3.0472)
H (-3.0892, -0.3998, -2.2317)
H (-3.3578, 3.3034, 0.5346)
H (-2.4132, -5.5954, 2.7137)
H (3.3845, 2.0074, -0.9387)
H (6.5234, -0.7178, 1.3972)
H (5.9749, -0.8971, -2.3741)
H (0.9242, 0.8842, 4.6797)

Forces on atoms 1 to 6 (eV/Å):
F 0.08 0.02 0.34
N 1.07 -1.27 0.29
N 0.64 1.39 0.58
N 0.12 -0.01 0.94
N 0.13 -1.91 -1.27
N 0.36 0.04 -0.22

The largest force on an atom is 2.361 eV Å⁻¹. The lowest unoccupied orbital energy is -8.29 eV. Its charge is +4. The frontier orbital gap is 9.33 eV. As for the HOMO energy: -17.62 eV. Its multiplicity is 1. As for the relative energy (zero: lowest compared OMol25 entry of this formula, charge and spin): 1.543 eV.

Atomic partial charges in e from the Mulliken method, atoms 1 to 99: -0.6715 -0.0567 0.3206 0.5730 0.6832 0.7726 -0.2377 -1.4498 -1.1820 1.3148 -0.6179 -0.1308 1.4012 -0.9603 -0.8304 -0.7074 -1.3279 -1.0475 -1.1238 -0.4594 -0.9208 -0.1322 -1.0413 -0.3173 -0.7253 -1.0086 -0.3709 -0.1864 -0.7154 -0.1508 -0.2825 -0.3087 0.3307 -0.6935 -0.6027 0.6353 -0.1912 -0.7396 -0.7035 0.8758 -1.4349 0.3610 -0.6900 -0.7151 -1.5854 -0.8324 0.5499 0.3826 0.3067 0.2826 -0.9993 0.1683 0.7388 0.2690 0.1280 0.3561 0.4128 0.4347 -0.7823 0.4524 0.3411 0.3899 0.5272 0.3973 0.3631 0.3286 0.4416 0.3625 -0.5561 -0.0704 -0.5587 0.4201 0.3581 0.3586 0.4806 0.3630 0.3716 0.3741 0.3453 0.3975 0.4184 0.3783 0.3186 0.6006 0.3605 0.7031 0.3934 0.3857 -0.1696 -0.0562 -0.1476 0.3696 0.0117 -0.8677 0.4544 -0.2536 0.2678 0.0737 0.1840

---

2.
Formula: C40H90N5O25
Source: OMol25
Level of theory: wB97M-V/def2-TZVPD

Geometry (Å):
O (-6.9674, -3.8211, 3.1623)
O (0.2637, 2.8388, -3.6137)
O (-0.9487, -4.4573, -2.0372)
O (-0.2837, -2.4659, -2.7749)
O (-5.6225, -4.9804, -2.6656)
O (3.3635, 0.7228, -0.5403)
O (1.3741, 1.8111, -5.2220)
O (-1.9923, 1.9110, 5.7504)
O (3.9630, 2.3197, 4.5575)
O (0.7178, -3.6708, 4.0930)
O (-4.3388, -0.2509, -1.6483)
O (-0.8038, 6.8764, -0.4654)
O (-5.4866, -5.4254, 2.9617)
O (3.1774, -0.8470, 1.0000)
O (3.9841, 6.7966, -2.7216)
O (5.6020, -0.2581, -5.5483)
O (-8.4848, 0.7122, 3.6448)
O (-6.1523, -0.2439, -0.3413)
O (-0.6925, 3.5242, 4.9689)
O (0.0648, -3.9695, 2.0504)
O (-1.2308, -0.6669, 2.1766)
O (-8.4788, 2.8541, 3.0500)
O (4.9805, -5.9323, -0.9168)
O (3.1374, -6.8589, -1.6665)
O (0.4030, 7.1142, 1.3471)
N (-3.5697, -3.0037, -2.1154)
N (2.8564, 4.1900, -3.0782)
N (1.5244, 2.1040, 6.0510)
N (0.3530, -1.5012, 0.0455)
N (3.6043, 0.6373, -3.6088)
C (-0.1032, -4.1458, 3.2528)
C (-4.0436, -4.0121, -1.0762)
C (4.0770, 5.9295, -1.6157)
C (2.9827, 4.8412, -1.6945)
C (-5.1058, 0.2405, -0.7907)
C (-0.2510, 4.9167, 0.7441)
C (-5.8329, -4.3128, 3.4247)
C (-4.7845, 1.6464, -0.2841)
C (5.1381, 0.6268, 0.9969)
C (0.0456, 0.0069, 0.2552)
C (4.9959, 2.9728, 3.7670)
C (2.0671, 1.1296, 5.0031)
C (-6.4430, 1.6852, 3.0513)
C (-1.7929, 2.9284, 5.0934)
C (0.3699, 1.9127, -4.4327)
C (2.8643, 1.7954, 3.8423)
C (3.9664, -0.8458, -3.8221)
C (0.1125, -4.3673, -4.0879)
C (-0.2377, 6.4166, 0.5551)
C (-0.6246, 0.7454, -4.4905)
C (5.1971, 7.1232, -3.3320)
C (-7.9097, 1.7899, 3.3108)
C (-4.9068, -3.6537, 4.4529)
C (-3.7617, -3.4985, 0.3624)
C (3.8288, 0.0771, 0.4215)
C (0.0740, 0.5970, -1.1671)
C (-5.4358, -4.5721, -1.3218)
C (2.5984, -1.6061, -3.5619)
C (-1.2676, 0.1532, 1.0130)
C (-1.3681, -4.9420, 3.6350)
C (3.1826, 3.7545, -0.7543)
C (-6.6665, -5.9297, -2.8997)
C (4.5060, -1.1021, -5.2061)
C (-3.0177, 3.6221, 4.4252)
C (6.8159, -0.4879, -4.8397)
C (3.0151, -4.5170, -1.1559)
C (3.7619, -5.8617, -1.2787)
C (-2.4862, -0.6125, 2.8194)
C (-0.3982, -3.6981, -2.8331)
C (0.8163, 0.3421, 4.4247)
H (5.4554, 0.0646, 1.8759)
H (-5.4134, -3.0246, 5.1873)
H (4.0680, 6.5054, -0.6899)
H (-0.5628, 0.2853, -5.4766)
H (1.8644, -1.5513, -4.3648)
H (-1.9402, -4.5708, 4.4871)
H (2.2441, 2.7204, 6.4094)
H (2.1181, 3.5078, -3.2524)
H (1.1383, -4.7280, -4.0130)
H (-4.2149, -2.9583, 3.9766)
H (2.9016, 0.9764, -4.2608)
H (-6.2811, -3.8911, -1.1905)
H (2.4791, -4.2606, -2.0737)
H (6.1247, 7.1020, -2.7588)
H (-5.8983, 1.2670, 3.8999)
H (-1.5981, 1.0567, -4.1150)
H (2.8209, -2.6758, -3.5165)
H (-3.4233, -4.8619, -1.3659)
H (4.0081, 3.0555, -0.9037)
H (2.2670, 2.5346, 3.3041)
H (-2.0718, -4.8409, 2.8093)
H (-4.4202, -2.6541, 0.5737)
H (2.1821, -1.5737, -2.5548)
H (0.0266, -1.6735, -0.9029)
H (4.7163, -0.9828, -3.0441)
H (0.7252, 2.6756, 5.7709)
H (-3.3410, -0.4623, 2.1582)
H (0.8598, 0.3651, 0.8851)
H (5.5211, 3.5111, 4.5547)
H (-0.9633, 4.5249, 0.0169)
H (3.3149, 0.8946, -2.6740)
H (-3.7563, 1.7580, 0.0594)
H (5.5526, 2.2087, 3.2255)
H (-5.7058, -5.3358, -0.5897)
H (0.6995, 4.5364, 0.3610)
H (3.7514, -0.9598, -5.9796)
H (-0.1231, 1.6697, -1.1790)
H (-0.6726, 0.2146, -1.8628)
H (-1.1906, -5.9882, 3.8872)
H (6.6795, -0.3710, -3.7621)
H (5.0584, 8.0754, -3.8450)
H (-0.4118, 4.5612, 1.7613)
H (5.0549, 1.6953, 1.1904)
H (-0.6530, -5.0352, -4.4840)
H (-3.8158, -3.3586, -3.0326)
H (-3.8885, -4.1879, 1.1979)
H (4.4061, 1.1557, -3.9514)
H (-2.0946, -0.1901, 0.3886)
H (2.6470, 4.9933, -3.6628)
H (2.2866, -4.2827, -0.3793)
H (7.1276, -1.5305, -4.9299)
H (4.7959, -2.1535, -5.2571)
H (-2.5524, -3.0236, -2.1049)
H (-6.3268, -6.9295, -2.6237)
H (-2.4438, 0.2283, 3.5147)
H (5.9534, 0.4619, 0.2894)
H (-7.5186, -5.5792, -2.3154)
H (4.5053, 3.6627, 3.0785)
H (-2.7208, 4.6701, 4.4109)
H (0.1751, -3.6665, -4.9259)
H (-6.2707, 0.9201, 2.2924)
H (-3.8885, -2.0314, -2.1137)
H (1.1442, 1.5824, 6.8322)
H (1.0472, 0.3903, -1.6143)
H (7.6336, 0.1828, -5.0993)
H (0.2937, 0.6707, 3.5249)
H (2.6833, 0.5294, 5.6709)
H (-0.0205, 0.1231, 5.0879)
H (-4.0006, 3.4117, 4.8448)
H (-4.9442, 2.2466, -1.1828)
H (1.9832, 5.2721, -1.6118)
H (-0.0854, -2.0857, 0.7562)
H (-4.3312, -4.3263, 5.0901)
H (3.2280, 4.0958, 0.2806)
H (-3.0960, 3.1676, 3.4360)
H (3.2944, 1.1431, 3.0801)
H (-2.5769, -1.5653, 3.3393)
H (3.7428, 3.8660, -3.4472)
H (-0.2380, -0.0610, -3.8649)
H (-5.5095, 2.0136, 0.4397)
H (2.3277, 3.0759, -0.7729)
H (3.7144, -3.6781, -1.1143)
H (5.0262, 5.3866, -1.6164)
H (-6.8628, -5.9512, -3.9715)
H (-1.2898, 1.2151, 1.2677)
H (-5.9872, 2.6218, 2.7292)
H (-2.7470, -3.1291, 0.5189)
H (5.3671, 6.4343, -4.1650)
H (1.1935, -0.5933, 4.0051)
H (1.3479, -1.7115, 0.0459)

Forces on atoms 1 to 6 (eV/Å):
O 1.11 0.64 0.65
O 0.14 0.37 0.54
O -0.84 -0.08 0.87
O 0.26 2.26 0.60
O 0.84 -1.02 -1.46
O 0.31 0.97 -2.20

The largest force on an atom is 3.283 eV Å⁻¹. The lowest unoccupied orbital energy is 5.60 eV. Its charge is -5. The frontier orbital gap is 2.35 eV. As for the HOMO energy: 3.25 eV. Its multiplicity is 1.

Atomic partial charges in e from the Mulliken method, atoms 1 to 99: -0.7356 -0.7198 -0.6159 -0.1381 -0.3577 -0.3518 -0.9265 -0.7288 -0.4401 -0.8223 -0.9058 -0.7880 -0.7605 -0.6397 -0.3262 -0.3958 -0.7576 -0.7191 -0.9385 -0.6200 0.1118 -0.7698 -0.7971 -0.7265 -0.7901 0.5866 0.1252 -0.0245 1.4322 0.6156 0.5639 0.4019 -0.9585 0.8026 0.5529 -0.0943 0.5921 -0.8657 -1.3488 1.2818 -0.6999 0.0383 -0.3433 0.7489 0.6048 -0.0025 0.1712 -1.6478 0.4945 -0.1358 -0.7765 0.3505 -0.0019 -0.6691 0.3574 -0.9164 -0.9101 -1.3521 -1.2016 -0.7600 -1.7475 -0.7836 -0.7834 -0.9084 -0.6754 0.2514 0.2632 -0.2719 0.5681 -1.2864 0.3388 0.3788 0.4125 0.3961 0.3949 0.1719 0.4146 -0.0875 0.2209 -0.5953 0.2463 0.5256 -0.4178 0.3200 0.3190 0.4255 0.5282 0.0984 0.5697 0.4876 0.0416 0.3414 0.0424 -0.6879 0.4552 0.1414 0.2330 -0.4568 0.2792